# 1
Here is a structure of composition C28H36CeP2Si at a distorted geometry from OMol25. Energies are from ωB97M-V with the def2-TZVPD basis set.

Each line ends with the Mulliken spin population.
Element x y z (Å)
C -0.376 -1.812 1.799  -0.009
C 0.922 -2.367 1.568  -0.001
C 1.821 -1.853 2.555  -0.012
H 1.178 -3.099 0.807  0.001
C 1.068 -1.002 3.430  0.005
C -0.291 -0.960 2.953  0.007
H -1.135 -0.468 3.435  0.000
H -1.276 -2.030 1.228  -0.001
H 2.887 -2.086 2.625  0.000
H 1.441 -0.524 4.333  0.000
Ce 1.136 0.162 1.148  1.027
C 2.107 0.497 -1.669  0.001
H 2.625 0.683 -0.692  0.000
H 1.708 1.458 -2.046  0.001
H 2.913 0.191 -2.358  0.000
Si 0.856 -1.052 -2.072  -0.006
C 0.007 -1.641 -3.670  -0.001
C -0.904 -2.704 -3.454  0.001
H -0.828 -3.320 -2.561  0.000
C -1.986 -2.913 -4.311  0.000
H -2.780 -3.612 -4.030  0.000
C -2.049 -2.213 -5.520  0.000
H -2.856 -2.428 -6.228  0.000
C -1.061 -1.262 -5.811  0.000
H -1.126 -0.701 -6.741  0.000
C -0.008 -0.999 -4.913  0.000
H 0.773 -0.290 -5.176  0.000
C 2.172 -2.441 -1.858  -0.001
C 2.090 -3.699 -2.483  -0.001
H 1.459 -3.823 -3.364  0.000
C 2.813 -4.783 -1.961  0.000
H 2.699 -5.786 -2.384  0.000
C 3.691 -4.596 -0.883  0.000
H 4.207 -5.446 -0.427  0.000
C 3.938 -3.304 -0.421  0.000
H 4.664 -3.114 0.368  0.000
C 3.247 -2.220 -0.970  0.000
H 3.572 -1.213 -0.662  0.001
H 0.490 -1.219 -0.473  -0.001
H -0.607 -1.059 -1.601  -0.006
C -1.837 1.711 -1.320  0.000
P -1.513 1.312 0.438  0.001
C -2.969 0.283 0.846  -0.001
C -1.968 2.879 1.318  -0.002
C -3.149 3.570 1.037  0.000
C -3.465 4.740 1.737  0.000
C -2.627 5.205 2.749  0.000
C -1.455 4.506 3.063  0.000
C -1.121 3.346 2.359  -0.003
P 0.398 2.422 2.834  0.003
C 1.672 3.725 2.811  -0.001
C 0.128 2.129 4.611  -0.001
H -1.563 0.853 -1.954  0.000
H -1.227 2.576 -1.621  0.000
H -2.901 1.952 -1.459  0.000
H -3.079 0.228 1.936  0.000
H -3.864 0.742 0.410  0.000
H -2.834 -0.730 0.442  0.000
H -3.831 3.197 0.271  0.000
H -4.372 5.288 1.488  0.000
H -2.874 6.109 3.311  0.000
H -0.803 4.866 3.865  0.000
H 1.606 4.348 3.710  0.000
H 2.658 3.245 2.775  0.000
H 1.558 4.350 1.917  0.000
H 0.292 3.060 5.168  0.000
H -0.893 1.772 4.787  0.000
H 0.830 1.367 4.965  0.000

⟨S²⟩ = 0.752
E_tot = -2535.52920 a.u.
Highest occupied orbital energy (spin up / spin down) = -9.31 / -9.30 eV
Spin multiplicity = 2
Charge = +1
E_LUMO (spin up / spin down) = -0.124 / -0.123 Ha



# 2
Here is the ion C4H6NO with charge -1 at a distorted geometry from OMol25. Energies are from ωB97M-V with the def2-TZVPD basis set.

Each line ends with the natural charge from an NBO analysis.
Element x y z (Å)
C -0.526 0.079 0.023  0.002
C -1.543 0.623 0.642  -0.476
C 0.388 -1.029 -0.310  -0.510
C 0.923 0.297 -0.874  0.002
N 1.974 1.064 -0.316  -0.383
O 3.181 0.488 -0.760  -0.857
H -1.734 1.689 0.591  0.185
H -2.256 0.056 1.240  0.165
H 0.958 -1.472 0.504  0.217
H 0.034 -1.796 -1.003  0.198
H 0.770 0.463 -1.933  0.178
H 1.948 0.956 0.715  0.279

SMILES = C=C1C[C@@H]1N[O-]
E_tot = -285.84675 a.u.
Highest occupied orbital energy = -1.44 eV
Charge = -1
E_LUMO = 0.148 Ha



# 3
Here is a structure of composition C8H11IN2O7P2S2Se3TcTe from OMol25. Energies are from ωB97M-V with the def2-TZVPD basis set.

Each line ends with the Mulliken spin population.
Element x y z (Å)
Tc 0.740 -0.611 -0.428  2.686
O -0.023 -2.821 3.247  0.000
P 0.932 -2.613 2.009  -0.005
O 1.719 -3.787 1.655  0.002
O 0.073 -1.969 0.879  0.069
O 1.908 -1.388 2.465  0.006
P 1.565 0.166 2.520  0.017
O 0.333 0.181 3.501  0.004
O 2.744 0.945 2.919  0.000
O 1.033 0.572 1.096  0.065
H -0.369 -1.980 3.588  0.000
H -0.027 1.095 3.663  -0.001
Se -1.538 -0.086 -0.993  0.012
Se -1.381 3.598 -2.442  0.064
Te -0.815 1.377 -2.977  0.069
Se 1.564 0.977 -2.223  -0.001
I 3.543 -1.719 -0.557  0.016
C 2.195 -2.804 -1.731  0.009
C 2.556 -3.963 -2.386  -0.010
C 1.579 -4.616 -3.118  0.008
C 0.295 -4.094 -3.159  0.000
C 0.022 -2.933 -2.466  0.005
N 0.967 -2.292 -1.767  -0.023
H 3.564 -4.342 -2.312  -0.001
H 1.820 -5.531 -3.642  0.000
H -0.496 -4.581 -3.711  0.000
H -0.963 -2.489 -2.442  0.007
S -0.676 3.174 3.654  -0.001
C 0.245 3.729 2.371  0.004
N 1.528 3.479 2.145  0.000
C 2.013 3.778 0.800  -0.005
C 1.179 4.956 0.317  0.000
S -0.438 4.722 1.114  0.001
H 2.026 2.785 2.700  -0.001
H 1.863 2.904 0.161  0.006
H 3.075 4.017 0.828  -0.001
H 1.050 4.948 -0.764  0.000
H 1.593 5.911 0.637  0.000

⟨S²⟩ = 3.798
E_tot = -10277.91316 a.u.
Highest occupied orbital energy (spin up / spin down) = -8.36 / -8.35 eV
Spin multiplicity = 4
E_LUMO (spin up / spin down) = -0.068 / -0.085 Ha